1.
The ion C3H11N2O3 with charge +1 at a distorted geometry. Source: the Open Molecules 2025 dataset; level of theory: wB97M-V/def2-TZVPD.

```
19
Properties=species:S:1:pos:R:3:forces:R:3:mulliken_charge:R:1
C 2.679 -0.568 -0.209 -3.87 -2.02 1.27 -0.5911
N 0.788 0.856 0.560 -0.34 -1.32 -0.22 -0.3363
H -1.426 2.950 0.465 0.63 -1.56 -0.01 0.4032
H 2.674 -0.928 -1.243 1.58 -0.93 0.57 0.2456
H -1.451 -2.223 0.631 1.14 1.17 -1.52 0.3452
O -0.622 1.231 -1.286 -1.82 1.67 -0.07 -0.5036
H -0.021 0.643 -1.729 1.04 -0.45 -0.01 0.4246
O -1.317 2.005 0.775 -0.07 2.09 -0.06 -0.4991
H 2.363 -1.344 0.660 1.40 1.41 -2.15 0.2527
H -2.505 0.021 -0.036 -1.26 0.75 -1.06 0.3090
H 1.450 1.633 0.618 -1.38 0.77 0.44 0.3462
O 1.456 0.136 -0.512 -1.31 0.96 -0.10 -0.2739
H 3.434 0.099 0.078 1.28 0.68 0.30 0.3053
C -1.052 -1.433 -0.135 -2.10 -2.44 2.89 -0.5377
H -0.022 -1.313 -0.094 1.78 -0.38 0.21 0.1630
N -1.611 -0.165 0.332 2.42 0.75 0.78 -0.1760
H -1.347 -1.786 -1.093 -0.56 0.41 -0.89 0.3098
C -0.615 1.125 0.050 1.19 -1.08 -0.68 0.4424
H -1.752 -0.112 1.336 0.24 -0.48 0.32 0.3708
```
Positions in Å, forces in eV/Å.

Summary:
LUMO level	-3.001	eV
total charge	+1
HOMO level	-0.510	Ha
SMILES string	C[NH2+]C(O)(O)NOC
frontier orbital gap	10.9	eV

2.
A cluster of 3 separate species, C3H11N2S in total at a distorted geometry. Source: the Open Molecules 2025 dataset; level of theory: wB97M-V/def2-TZVPD.

```
17
Properties=species:S:1:pos:R:3:forces:R:3:mulliken_spin:R:1
H 0.515 0.737 -1.235 0.39 0.09 -0.18 -0.0240
H 0.615 3.083 2.301 0.71 -1.31 -2.00 -0.0052
H 2.002 0.715 1.317 -0.09 -0.02 -0.05 -0.0240
H -1.515 -0.311 -0.411 0.44 -0.57 0.04 0.0070
H 0.381 -4.045 -0.359 0.61 0.13 -0.43 0.0004
C -0.125 -3.329 -0.995 -0.06 2.67 0.42 0.0071
H -0.272 4.623 2.435 0.92 -1.97 0.16 -0.0016
H -0.317 3.366 3.641 0.77 0.79 -1.48 -0.0016
C -0.946 -0.839 -1.192 1.78 0.00 -1.77 -0.0006
H 0.399 -0.179 -2.778 -0.75 0.94 2.68 -0.0079
N 0.209 3.775 2.827 -2.40 2.54 3.33 0.0159
H -1.679 -1.258 -1.908 0.28 0.55 0.12 0.0051
S 0.714 0.775 0.927 0.30 0.20 0.68 0.9432
H -0.731 -3.725 -1.792 -0.64 -0.07 0.16 0.0019
N -0.043 0.183 -1.855 -1.35 -1.65 -2.65 0.0900
H 0.825 -1.595 -0.166 -0.77 -0.54 0.14 -0.0276
C -0.035 -1.976 -0.758 -0.13 -1.76 0.84 0.0221
```
Positions in Å, forces in eV/Å.

Summary:
LUMO level (spin up / spin down)	0.832 / -2.691	eV
total charge	0
spin multiplicity	2
HOMO level (spin up / spin down)	-0.323 / -0.319	Ha
frontier orbital gap (spin up / spin down)	9.6 / 6.0	eV

These records have M values of 123.1; 107.2 u, in the order they appear.
These records have energy relative to the best compared isomer or geometry (same formula, charge and spin) values of 481.5; 172.0 kJ/mol, in the order they appear.